[1]
# C31H56BCl4N2O33

12 unconnected molecules or ions with the total composition C31H56BCl4N2O33 in a non-equilibrium geometry (the ωB97M-V functional and the def2-TZVPD basis, the Open Molecules 2025 dataset).

Summary:
Total charge: -1
Molecular weight (g/mol): 1137.394
Highest occupied orbital energy (eV): -7.2
Electronic energy (eV): -154367.1186
Kohn-Sham gap (eV): 8.98
LUMO (eV): 1.778
Spin multiplicity: 1

```
127
Properties=species:S:1:pos:R:3:forces:R:3
O 0.369731 0.793323 -3.863273 -0.94 0.47 3.77
C 0.068581 0.819513 -2.651653 0.56 -0.10 -3.69
O -0.243339 1.912203 -1.944673 -0.77 -0.89 0.31
B -0.730509 1.488543 -0.582003 0.84 -0.66 0.04
O -0.346729 0.025243 -0.543163 -1.01 0.37 0.12
C -0.038949 -0.442107 -1.755123 0.17 -1.51 -0.24
O 0.131151 -1.614717 -2.057473 -0.15 2.86 0.55
O -2.147029 1.801523 -0.173663 0.35 0.33 -0.27
C -2.121729 2.601453 0.898497 -4.11 0.08 1.54
O -3.102189 3.009673 1.555207 2.55 -1.34 -2.28
C -0.717609 2.819103 1.315727 1.12 0.92 0.96
O 0.036311 2.163843 0.457657 1.12 0.53 0.58
O -0.384009 3.476933 2.283187 0.10 -0.82 -1.18
Cl -2.719599 -0.683627 2.595967 -0.31 0.28 0.11
C -4.428659 -0.699637 3.035797 -1.35 -0.76 1.14
C -5.019579 0.548763 3.696217 0.69 0.05 -0.71
Cl -4.376019 0.857103 5.371297 -0.33 -0.12 -0.93
H -4.626729 -1.527817 3.716237 0.61 -0.12 0.23
H -5.043669 -1.011657 2.191697 0.23 0.61 -0.46
H -6.103519 0.463063 3.772587 0.14 -0.21 0.12
H -4.800559 1.378883 3.024627 0.14 0.41 0.51
Cl 3.908671 2.767193 2.207277 0.43 -1.33 -0.82
C 2.985791 3.724413 3.334277 0.28 1.09 -0.47
C 3.496221 5.161243 3.135877 0.18 -0.37 1.07
Cl 5.328711 5.330613 3.393787 -1.43 0.02 -0.17
H 3.078951 3.266993 4.319257 -0.02 0.44 -0.01
H 1.961241 3.729383 2.962297 -0.17 -0.15 0.37
H 3.008941 5.801323 3.871377 0.23 0.17 -0.08
H 3.227721 5.476293 2.127537 0.43 0.06 0.10
C 3.497421 1.021373 -1.247923 -0.28 0.22 -0.27
N 3.962721 0.846023 -2.653943 3.45 0.29 -2.28
O 3.469211 -0.001287 -3.384073 -0.21 1.01 1.21
O 5.035261 1.467833 -3.004803 -3.38 -1.28 1.51
H 4.424751 0.949873 -0.679553 -0.43 -0.03 0.27
H 2.725341 0.284003 -1.028223 0.47 -0.31 -0.07
H 3.006311 1.984363 -1.108073 0.42 0.22 -0.29
C -0.237779 4.198933 -4.176293 0.86 0.22 0.06
N 1.179421 3.748703 -4.453193 -0.23 0.18 1.01
O 1.932721 3.724603 -3.477243 -0.36 -0.16 -1.37
O 1.443831 3.479593 -5.604253 0.33 0.00 0.53
H -0.265559 4.456383 -3.117503 -0.25 -0.36 -0.19
H -0.884629 3.378843 -4.487963 0.00 0.25 0.15
H -0.352039 5.106093 -4.769683 -0.26 -0.23 -0.14
C -3.811979 -1.711727 -0.605923 0.13 -0.32 -1.52
O -3.186429 -2.847737 -1.296713 -1.26 -0.02 2.52
C -2.637919 -2.809897 -2.464423 2.43 -1.51 -4.91
O -2.058509 -3.754137 -3.016973 -2.12 2.33 1.97
O -2.809189 -1.613257 -3.120273 -0.58 1.00 0.06
C -2.157769 -1.405837 -4.430313 0.04 -1.14 0.96
H -4.446609 -2.092607 0.194247 0.73 -0.37 0.22
H -4.531719 -1.233967 -1.270623 0.38 0.27 -0.26
H -3.011449 -1.036687 -0.303323 -0.38 0.07 0.22
H -2.294609 -0.406917 -4.844473 -0.10 0.35 1.06
H -2.608469 -2.032407 -5.199983 0.22 -0.61 0.33
H -1.116879 -1.640707 -4.207853 0.03 0.00 -0.76
C -0.898479 0.973233 4.666267 -1.25 -0.10 -0.45
O -0.001389 1.634673 5.515787 1.16 2.78 1.99
C -0.160199 2.906123 6.083097 1.43 -0.61 1.69
O 0.620231 3.318793 6.993447 -2.99 -1.35 -3.84
O -1.252569 3.540013 5.587657 0.83 0.00 -0.07
C -1.384119 4.967893 5.830227 0.29 -0.52 0.05
H -1.576439 0.352853 5.252447 0.12 -0.05 0.12
H -0.328439 0.311743 4.013917 0.06 0.28 0.24
H -1.533799 1.648003 4.092557 0.25 0.16 -0.09
H -1.222169 5.118683 6.897527 -0.07 0.41 -0.20
H -2.357839 5.303313 5.473217 -0.23 -0.60 0.41
H -0.704039 5.544053 5.202827 0.53 -0.28 0.26
C 3.210231 -3.650177 5.090897 -1.32 0.38 -0.52
O 3.085911 -2.857517 3.897397 0.51 0.15 -0.71
C 2.118151 -1.965867 3.726137 -2.24 1.50 1.04
O 1.132451 -1.747537 4.450857 2.32 -0.90 -1.38
O 2.386191 -1.263847 2.602337 0.99 -0.80 0.55
C 1.531521 -0.231447 2.137687 -1.49 -0.57 0.03
H 3.222441 -2.959307 5.933897 0.29 -0.40 0.18
H 4.079141 -4.294467 4.956787 0.09 0.50 0.12
H 2.330251 -4.291827 5.135787 -0.04 0.00 0.33
H 1.557061 -0.276577 1.048927 0.40 0.36 0.18
H 1.697501 0.760183 2.558667 0.61 -0.17 -0.06
H 0.502331 -0.493347 2.383197 -0.03 0.03 0.08
C 3.073951 -3.098887 -1.385863 -1.63 1.72 0.43
O 3.652791 -4.295117 -1.892223 1.29 0.15 0.13
C 2.954241 -5.214187 -2.579593 -3.37 -0.71 -0.34
O 1.760811 -5.188707 -2.826963 2.98 0.26 0.53
O 3.659661 -6.336077 -2.949143 -0.90 0.68 -0.40
C 5.002251 -6.505877 -2.628673 0.67 0.42 1.84
H 3.650891 -2.487207 -0.692253 1.28 -1.34 0.42
H 2.117571 -3.185937 -0.870253 -0.11 -0.97 -0.26
H 2.875441 -2.260877 -2.054003 -0.08 -0.81 -1.42
H 5.562981 -5.602837 -2.869933 0.41 -0.40 -0.35
H 5.404171 -7.465547 -2.953623 -0.27 0.35 -1.03
H 5.077221 -6.643187 -1.549963 0.11 0.36 0.41
C 2.116781 -1.763497 -5.148893 -0.79 -0.45 1.10
O 1.368611 -2.572417 -6.081993 -0.03 -0.23 -1.15
C 0.422821 -3.453277 -5.659223 0.78 0.59 4.95
O 0.265141 -3.743757 -4.442353 0.35 0.88 -5.38
O -0.321259 -3.911617 -6.667443 -0.52 -0.96 2.75
C -0.256959 -3.493007 -7.963623 0.36 -0.36 -1.79
H 2.657901 -2.367737 -4.420753 -0.10 -0.32 -0.15
H 1.390421 -1.180457 -4.582713 0.25 0.16 -0.06
H 2.844041 -1.113777 -5.635793 -0.46 -0.27 -0.55
H -0.532959 -2.448287 -8.106803 0.26 0.03 -0.01
H -0.958629 -4.147937 -8.480173 -0.31 0.30 -0.11
H 0.703721 -3.774887 -8.394583 0.27 0.65 -0.12
C -0.519469 -2.745917 1.007357 -0.48 0.93 -1.32
O -0.427459 -4.140017 1.193517 0.46 -1.50 0.49
C -0.279079 -4.927747 0.094407 0.58 1.06 -4.23
O -0.215189 -4.542277 -1.101253 -0.43 -1.16 5.26
O -0.135689 -6.258837 0.368247 -0.28 0.09 0.78
C -0.200769 -6.726217 1.751517 0.08 1.36 -0.29
H 0.331971 -2.323087 0.474087 0.03 -0.38 -0.17
H -0.621699 -2.161337 1.921647 0.04 -1.00 0.41
H -1.413189 -2.573647 0.407627 0.17 0.27 -0.11
H 0.003191 -7.790197 1.871727 -0.01 0.08 -0.83
H -1.189779 -6.500897 2.150527 0.08 -0.02 0.12
H 0.561781 -6.170037 2.296757 -0.16 -0.08 0.30
C -3.368799 5.189333 -1.291363 -0.40 -0.51 -1.12
O -3.430169 5.642833 0.034707 -0.17 1.22 1.70
C -3.780989 6.949783 0.378367 0.73 -1.39 -1.21
O -3.995619 7.792903 -0.470543 0.05 -0.83 1.99
O -3.787209 7.114683 1.735227 -0.69 -0.01 -1.17
C -3.334549 6.112163 2.683097 0.79 -0.77 -0.26
H -4.345889 4.957523 -1.715213 -0.39 0.53 0.18
H -2.911819 4.199893 -1.308363 0.43 0.17 0.48
H -2.843249 5.826553 -2.002593 0.06 0.34 0.37
H -2.248229 6.196463 2.713167 -0.02 -0.03 0.23
H -3.553629 5.061033 2.495377 -0.18 0.23 -1.00
H -3.757059 6.228013 3.681177 -0.18 1.10 -0.27
```
Forces are in eV/Å.

Here are the Mulliken charges for atoms 1 to 2, given in e: O -0.718; C -0.204

=====

[2]
# C31H46F5N3O7

3 unconnected molecules or ions with the total composition C31H46F5N3O7 in a non-equilibrium geometry (the ωB97M-V functional and the def2-TZVPD basis, the Open Molecules 2025 dataset).

Summary:
Molecular weight (g/mol): 667.713
Highest occupied orbital energy (alpha / beta) (eV): -8.8 / -9.6
Electronic energy (eV): -65277.8798
Kohn-Sham gap (alpha / beta) (eV): 7.25 / 7.99
LUMO (alpha / beta) (eV): -1.580 / -1.580
Spin multiplicity: 3
<S²>: 2.01

```
92
Properties=species:S:1:pos:R:3:forces:R:3
O -6.185580 1.628394 2.164904 -1.24 0.96 0.49
C -5.798017 0.505282 2.136318 1.98 -0.75 -0.32
C -4.313502 0.276454 1.816483 -0.61 -1.12 0.19
C -3.956458 -0.876383 1.236555 -0.48 -0.68 0.57
C -2.536924 -1.267667 0.810159 0.07 0.49 -0.82
C -1.923977 -0.312312 -0.324592 -0.13 -0.22 0.33
C -3.006232 0.490799 -1.110212 0.82 0.32 0.41
C -2.451199 1.200570 -2.370428 -0.41 0.41 0.20
O -1.348011 2.028860 -1.962493 0.04 -0.40 -0.39
C -5.087546 -1.898889 0.960770 0.58 1.37 0.83
O -4.925121 -2.656503 0.062634 -0.37 -1.19 -0.87
C -6.386451 -1.875062 1.810551 0.55 0.10 -0.17
C -7.179657 -3.191797 1.903761 1.91 -0.31 -0.47
F -7.909946 -3.327226 3.006472 -0.36 0.27 -0.63
F -7.880859 -3.367991 0.774657 -0.48 0.12 0.70
F -6.265311 -4.203069 1.938891 -0.43 0.33 0.12
C -6.723195 -0.712022 2.363450 0.56 -0.35 0.26
N -7.947194 -0.575103 3.137895 1.76 1.01 -1.16
C -7.798390 0.272498 4.272687 0.85 -0.80 0.37
O -8.341492 1.277097 4.430275 -1.77 2.10 0.26
F -6.920714 -0.127911 5.218492 -0.04 -0.98 -1.26
C -9.081605 -0.214233 2.344149 1.09 0.48 -0.70
O -10.156957 -0.422077 2.683256 -2.99 -0.59 1.28
F -8.889697 0.350392 1.132974 1.30 -0.40 0.61
H -3.560999 1.050208 2.030894 -0.80 -0.08 -0.09
H -1.890752 -1.218344 1.714093 -0.44 -0.14 -0.57
H -2.503607 -2.292267 0.390492 -0.33 0.50 0.58
H -1.192181 0.352502 0.179689 -0.49 -0.16 -0.60
H -1.350048 -0.931711 -1.050768 -0.32 0.28 0.57
H -3.847760 -0.190640 -1.352379 0.34 0.54 -0.05
H -3.354921 1.304202 -0.432034 -0.10 -0.60 -0.58
H -3.243388 1.886357 -2.758186 0.35 -0.67 0.04
H -2.148428 0.503977 -3.181428 -0.16 0.20 0.55
H -0.769811 2.175426 -2.727192 -0.18 -0.04 0.36
C 1.428729 -3.246621 1.121885 -0.14 -0.43 -0.04
C 1.800798 -2.360850 2.342589 -0.14 -0.17 -2.20
C 3.329098 -2.270238 2.509534 0.30 -0.12 0.53
C 3.966333 -3.499344 3.143720 -0.02 0.03 -0.01
C 3.266227 -3.830661 4.456963 0.25 0.37 -0.24
C 1.754175 -4.021157 4.280374 -0.15 -2.18 0.18
N 1.109947 -2.875803 3.563179 1.70 2.03 1.72
O 1.002201 -1.881308 4.415391 -0.75 -0.54 -0.45
C 1.512134 -5.349963 3.530339 0.10 -0.03 -0.39
C 1.120682 -4.262167 5.659786 -0.19 0.68 0.14
C 1.324023 -0.958348 1.929838 -0.17 0.29 0.73
H 1.045645 -4.228486 1.384938 0.14 0.00 0.11
H 0.628471 -2.793614 0.531645 0.10 0.14 0.08
H 2.281497 -3.395069 0.456475 -0.01 0.06 0.04
H 3.575041 -1.405312 3.136229 -0.20 -0.02 0.05
H 3.799164 -2.077307 1.542178 -0.26 0.04 -0.07
H 3.931925 -4.346266 2.452191 -0.05 -0.02 0.04
H 5.024843 -3.304019 3.334617 -0.03 -0.02 -0.04
H 3.708808 -4.734870 4.883619 -0.25 -0.05 0.03
H 3.462163 -3.027525 5.175466 -0.16 0.05 -0.04
H 0.452880 -5.485462 3.301464 0.03 0.07 -0.01
H 1.823886 -6.197758 4.143249 -0.01 0.17 0.13
H 2.080678 -5.435621 2.605080 -0.08 0.06 -0.01
H 1.327463 -3.452591 6.360356 -0.10 0.08 -0.16
H 1.522788 -5.171362 6.110303 0.08 -0.02 -0.26
H 0.037935 -4.383052 5.579702 0.04 0.06 -0.02
H 0.235961 -0.916492 1.855426 0.06 -0.04 0.05
H 1.733088 -0.689918 0.953288 0.04 -0.30 -0.01
H 1.648530 -0.183606 2.625886 -0.09 -0.12 0.08
C 2.569847 5.063656 -5.699247 0.23 -0.09 -0.37
C 2.523605 4.409772 -4.291063 -0.69 1.62 -1.32
C 3.357608 5.220653 -3.281556 0.43 -0.25 0.37
C 4.860796 5.002366 -3.388712 -0.03 0.00 0.00
C 5.176847 3.512163 -3.325180 -0.22 0.38 0.26
C 4.424395 2.709649 -4.394492 1.63 -0.43 -1.40
N 2.952256 2.981655 -4.388001 0.00 -0.13 3.19
O 2.430764 2.333833 -3.369918 -0.18 -0.17 -1.02
C 5.040604 3.033170 -5.773705 -0.06 0.36 -0.16
C 4.731640 1.216247 -4.200823 -0.57 -0.17 0.40
C 1.054440 4.566176 -3.866363 -0.10 -0.72 0.45
H 3.193562 4.535545 -6.414661 0.11 0.00 0.14
H 1.581086 5.078914 -6.162750 -0.02 0.00 0.18
H 2.925152 6.094986 -5.653280 -0.03 -0.03 0.05
H 3.053254 4.954824 -2.262730 -0.08 -0.16 -0.10
H 3.138112 6.285788 -3.386959 -0.20 -0.10 -0.16
H 5.246359 5.449979 -4.309375 0.00 -0.07 -0.02
H 5.363693 5.516525 -2.565547 -0.02 0.01 -0.05
H 6.254501 3.366774 -3.439266 -0.09 -0.19 -0.16
H 4.923063 3.138384 -2.327383 -0.14 -0.06 -0.08
H 4.478848 2.553502 -6.578093 -0.04 0.03 0.05
H 6.067199 2.666362 -5.829766 -0.09 -0.10 0.17
H 5.101648 4.100633 -5.981957 -0.09 -0.04 -0.02
H 4.472819 0.863884 -3.201814 -0.17 0.07 -0.08
H 5.798908 1.026956 -4.328763 -0.03 0.25 -0.10
H 4.196987 0.606475 -4.932750 -0.03 0.05 0.05
H 0.393883 3.962145 -4.493779 0.08 0.01 -0.01
H 0.741577 5.607740 -3.963151 0.24 0.00 -0.15
H 0.887363 4.284224 -2.825415 0.07 -0.09 -0.07
```
Forces are in eV/Å.

Here are the Mulliken charges for atoms 1 to 2, given in e: O -0.528; C 0.255